This record from the OMol25 dataset describes an isolated ion of composition C5H12N2O and charge +2. The level of theory is the ωB97M-V functional and the def2-TZVPD basis.

The total energy is -10389.0805 eV. The value obtained for the HOMO energy is -0.663 Ha. The SMILES is C=[NH+]CC[C@@H]([NH3+])C=O. The charge is +2. The HOMO-LUMO gap is 9.908 eV. For the largest force on an atom, the calculation gives 2.0 eV Å⁻¹.

Geometry (Å):
C -0.87 2.73 1.77
N -0.70 1.47 1.82
C 0.25 0.74 0.95
C -0.43 -0.41 0.23
C 0.54 -1.02 -0.78
N 0.28 -2.43 -1.18
C 0.66 -0.17 -2.08
O 0.89 1.00 -2.01
H -1.60 3.22 2.39
H -0.26 3.36 1.13
H -1.23 1.02 2.55
H 0.68 1.47 0.25
H 1.12 0.50 1.54
H -1.45 -0.19 -0.08
H -0.68 -1.21 0.94
H 1.54 -0.93 -0.38
H 1.06 -2.79 -1.75
H -0.48 -2.61 -1.84
H 0.15 -3.09 -0.41
H 0.55 -0.66 -3.05

***

This record from the OMol25 dataset describes one molecule with the formula C18H20N2O4. The level of theory is the ωB97M-V functional and the def2-TZVPD basis.

The total energy is -30162.3863 eV. The value obtained for the HOMO energy is -0.314 Ha. The SMILES is CCOc1ccc(NC(=O)N[C@@H](Cc2ccccc2)C(=O)O)cc1. The charge is 0. The HOMO-LUMO gap is 9.101 eV. For the largest force on an atom, the calculation gives 0.7 eV Å⁻¹.

Geometry (Å):
C -4.21 -1.56 0.91
C -4.76 -0.15 0.72
O -4.21 0.50 -0.41
C -2.97 1.05 -0.35
C -2.14 1.07 0.76
C -0.90 1.69 0.70
C -0.47 2.29 -0.47
N 0.78 2.93 -0.53
C 1.98 2.46 -0.09
O 2.97 3.19 -0.02
N 2.02 1.14 0.21
C 3.11 0.48 0.90
C 2.63 -0.88 1.44
C 1.82 -1.63 0.42
C 2.43 -2.38 -0.58
C 1.67 -3.01 -1.55
C 0.29 -2.90 -1.54
C -0.33 -2.17 -0.54
C 0.43 -1.54 0.43
C 4.39 0.32 0.02
O 4.97 -0.72 -0.07
O 4.81 1.43 -0.56
C -1.31 2.29 -1.58
C -2.54 1.68 -1.52
H -4.74 -2.04 1.73
H -4.37 -2.14 0.01
H -3.15 -1.55 1.14
H -5.83 -0.20 0.50
H -4.62 0.46 1.62
H -2.44 0.62 1.69
H -0.28 1.71 1.58
H 0.83 3.84 -0.97
H 1.23 0.56 -0.02
H 3.43 1.12 1.74
H 3.52 -1.46 1.70
H 2.04 -0.71 2.34
H 3.51 -2.45 -0.60
H 2.16 -3.59 -2.32
H -0.30 -3.39 -2.30
H -1.41 -2.08 -0.53
H -0.07 -0.99 1.22
H 4.23 2.23 -0.34
H -0.99 2.78 -2.49
H -3.20 1.68 -2.38